(1)
59
Properties=species:S:1:pos:R:3:mulliken_charge:R:1 method="wB97M-V/def2-TZVPD" charge=-2 e_tot_ha=-2399.61408 gap_ev=8.963 homo_energy_ev=-5.3 lumo_ev=3.66 multiplicity=1 relative_energy_kj_mol=815.6
H 5.0535 0.0737 -0.7042 0.553
O 4.3014 -2.7247 -0.4042 -0.531
H -4.6079 2.5389 -2.7187 0.292
O -0.8541 -0.0247 0.6628 -0.507
O 3.9596 3.0936 -1.4323 -0.654
C -0.0830 -4.5317 -1.6898 0.379
O -4.5318 -2.7383 0.9706 -0.651
C 1.9439 1.5690 1.1870 0.235
O -0.9077 -4.8968 -0.8085 -0.511
H -2.7986 3.7236 -1.3445 0.250
O -1.1010 -2.6967 -1.5238 -0.407
H 4.8313 -3.5229 -0.4305 0.260
H -1.5596 4.0384 1.3518 0.275
H 3.3193 2.9265 3.2925 0.683
C 2.3683 0.4955 0.5356 1.044
O 0.7109 1.8277 1.1354 -1.045
O 3.5224 0.1519 0.2575 -0.889
O -1.2740 -3.1971 0.8411 -0.592
C -1.4297 0.8255 -1.2342 0.406
O -5.6424 0.4693 1.1653 -0.717
O -0.2641 1.3368 -1.0740 -0.812
O 2.6830 2.1212 2.0454 -0.937
H -0.3571 3.0866 1.7174 0.680
O 0.9020 -5.2891 -1.9257 -0.694
O 1.4655 0.0097 -0.1590 -0.968
C -3.4629 -3.1531 0.6853 0.573
C -2.3080 -2.9229 1.4570 0.816
O 3.3120 -0.9911 3.1667 -0.578
H 4.5809 -2.1314 0.3409 0.266
H 4.4526 2.0751 -1.3160 0.369
C -1.8190 0.1566 -0.0814 0.698
H -3.4694 1.5996 -2.8475 0.401
H 6.3696 -0.4093 -0.9221 0.308
O -2.9238 -0.2681 0.2635 -0.570
H -3.9866 1.0293 2.0499 0.408
O -2.3851 -2.7876 2.6627 -0.741
O -0.6665 -0.5145 -4.2562 -0.694
O 0.5831 -2.7562 -3.0241 -0.812
B -1.6225 -3.6018 -0.5418 1.460
O -4.3725 1.8262 -3.2614 -0.675
H 3.0375 -1.9576 3.5523 0.339
O -0.9117 3.8078 1.9831 -0.651
H -0.2693 -1.1436 -3.7681 0.375
H -1.2662 -0.0279 -3.6911 0.374
B 0.2616 0.8240 0.1753 2.432
O 3.8988 3.1549 4.0867 -0.724
O 5.7614 0.2816 -1.2972 -0.645
H -2.6695 0.7377 2.5395 0.353
H -4.8554 -0.1645 1.2019 0.354
H 4.0580 -1.3521 2.7513 0.247
H -1.3868 3.6912 -1.7493 0.325
H -5.7694 0.8970 0.2735 0.316
O -3.2694 1.4181 2.5404 -0.698
H 4.5543 3.7897 -1.3017 0.268
O -3.1073 -3.5975 -0.4525 -0.561
C -0.1831 -3.2296 -2.0917 0.764
O -2.0308 0.8822 -2.2531 -0.907
O -1.9850 3.8551 -0.9545 -0.589
H 4.2003 2.3168 4.3668 0.256

---

(2)
43
Properties=species:S:1:pos:R:3:mulliken_charge:R:1 method="wB97M-V/def2-TZVPD" e_tot_ha=-1840.76790 gap_ev=8.226 homo_energy_ev=-7.9 lumo_ev=0.31 multiplicity=1 relative_energy_kj_mol=148.9 smiles="CCOC(=O)c1c(NC(=O)CSc2nnnn2C)sc(CC)c1C"
H -5.4882 1.2181 -1.6260 0.350
S -2.6900 2.1260 -0.5666 -0.175
H -0.4689 -3.7852 1.5779 0.401
N -3.6483 -1.1105 1.1823 -0.545
N -4.4872 -1.1573 0.2388 -0.535
C 1.4169 0.4633 0.0417 0.377
C -3.2794 0.6185 0.0301 0.477
C -1.2050 -2.8621 -0.2164 -0.559
H -1.8416 -2.6850 1.8321 0.262
C 3.9884 -2.1677 -0.6759 -1.458
H -5.8639 -0.5231 -1.7670 0.320
C -1.5729 2.5466 0.8154 -0.877
H -0.5704 0.1819 0.4573 0.231
H 5.3556 1.7386 -0.8484 0.399
H -1.9259 1.9940 1.6855 0.372
H -0.7782 -3.6187 -0.8824 0.503
H 5.9826 -0.5063 1.1302 0.301
C 6.0400 0.5251 0.7916 -0.983
N -2.8730 -0.0396 1.1005 -0.088
C 1.8447 -0.8306 -0.1829 0.460
C 3.8458 0.3357 -0.3773 0.779
H 3.5141 -2.7131 -1.4888 0.385
O -0.3295 -1.7316 -0.1944 -0.365
C -0.1295 2.2159 0.4969 0.724
H -4.4357 0.1601 -2.5888 0.335
C 5.2860 0.6972 -0.5291 -0.971
H 5.6043 1.1635 1.5564 0.308
H -2.1042 -4.2770 1.1126 0.389
H -2.1436 -2.4952 -0.6360 0.317
H -1.6621 3.6213 0.9696 0.438
H 5.7488 0.0759 -1.2989 0.338
S 2.7026 1.6037 -0.0392 -0.253
H 7.0858 0.7952 0.6678 0.351
C 3.2611 -0.8920 -0.4151 -0.626
C 0.9984 -2.0222 -0.2040 0.488
C -1.4169 -3.4387 1.1742 -1.149
N -4.3004 -0.0784 -0.5303 0.629
O 1.4030 -3.1582 -0.2534 -0.613
H 3.9453 -2.8066 0.2041 0.290
H 5.0276 -1.9779 -0.9270 0.347
C -5.0671 0.2146 -1.7004 -0.939
N 0.1405 0.8982 0.3361 0.193
O 0.7190 3.0785 0.3929 -0.628

---

(3)
10
Properties=species:S:1:pos:R:3:mulliken_charge:R:1 method="wB97M-V/def2-TZVPD" e_tot_ha=-193.05881 gap_ev=10.080 homo_energy_ev=-9.5 lumo_ev=0.59 multiplicity=1 relative_energy_kj_mol=221.6 smiles="C=CCO"
H 1.2277 1.1326 -0.9178 0.209
C -1.4686 -0.6520 -0.0839 -0.695
O 1.2609 -0.8261 -0.1913 -0.548
H -0.8744 -1.5774 0.1486 0.191
H -2.4985 -0.7468 -0.0514 0.325
C -0.7714 0.4847 -0.0926 -0.166
H 1.2587 0.9883 0.7965 0.292
C 0.7613 0.4864 -0.0594 -0.271
H -1.1454 1.4891 -0.0090 0.315
H 2.2495 -0.7790 0.4603 0.347